[1]
DFT (wB97M-V/def2-TZVPD) results for a molecular structure, C30H47AsClN5O5SScSeSi.

```
! wB97M-V def2-TZVPD RIJCOSX def2/J DEFGRID3
* xyz 1 1
Sc -0.3194 -0.8648 0.5436
O 1.3501 -2.3901 3.6042
Cl 0.0874 -2.2514 2.9923
O -0.9738 -2.8006 3.7351
O -0.1825 -0.7989 2.6851
O 0.1057 -2.7988 1.5989
C 3.6704 3.8520 3.0640
C 3.0462 2.4859 2.8509
N 1.5979 2.5431 3.0401
C 0.6499 2.1478 2.1920
S 1.0381 1.5404 0.6206
N -0.6189 2.2333 2.5717
C -1.1030 2.6054 3.8937
C -1.1917 4.1101 4.1028
H 4.7536 3.7903 2.9614
H 3.4624 4.2378 4.0639
H 3.2951 4.5695 2.3342
H 3.4522 1.7572 3.5563
H 3.2307 2.1131 1.8459
H 1.2901 2.9269 3.9206
H -1.2854 1.8741 1.8950
H -0.4762 2.1264 4.6527
H -2.0848 2.1444 3.9971
H -0.2249 4.5986 3.9685
H -1.5425 4.3320 5.1103
H -1.8870 4.5564 3.3924
C -3.0833 -2.2380 -2.2082
As -1.9156 -2.7792 -0.7692
C -1.2702 -4.4834 -1.4292
C -3.1173 -3.3452 0.6855
C -4.2507 -4.1994 0.2100
C -5.4395 -3.6144 -0.2218
C -6.4828 -4.3965 -0.6932
C -6.3512 -5.7775 -0.7402
C -5.1760 -6.3714 -0.3038
C -4.1338 -5.5867 0.1690
H -3.8596 -2.9883 -2.3528
H -2.4903 -2.1501 -3.1178
H -3.5291 -1.2748 -1.9710
H -2.1214 -5.1376 -1.6125
H -0.6048 -4.9388 -0.6979
H -0.7262 -4.3289 -2.3597
H -3.4680 -2.4270 1.1555
H -2.4832 -3.8706 1.4007
H -5.5490 -2.5357 -0.1809
H -7.4030 -3.9285 -1.0178
H -7.1656 -6.3884 -1.1060
H -5.0719 -7.4483 -0.3223
H -3.2250 -6.0580 0.5261
C -3.3177 2.4822 -1.9854
Si -3.8825 1.9519 -0.2957
C -3.8169 3.3708 0.9109
C -5.5805 1.1910 -0.3391
Se -2.4449 0.3734 0.4731
H -3.9417 3.2776 -2.3985
H -3.3454 1.6388 -2.6782
H -2.2907 2.8493 -1.9308
H -4.5651 4.1304 0.6743
H -2.8344 3.8487 0.8858
H -4.0120 3.0201 1.9272
H -6.3577 1.9550 -0.4083
H -5.7596 0.6158 0.5716
H -5.6928 0.5225 -1.1952
C 4.4793 4.2642 -0.6264
C 4.7388 3.0582 -1.4852
C 3.7435 2.5183 -2.2899
C 3.9830 1.4249 -3.1099
C 5.2314 0.8196 -3.1061
N 5.5203 -0.3361 -3.8754
C 4.6799 -1.3439 -4.2750
O 4.8984 -2.0265 -5.2484
N 3.5119 -1.5330 -3.5261
C 3.3339 -1.4571 -2.1454
C 4.3630 -1.4071 -1.2101
C 4.0522 -1.2802 0.1336
C 2.7331 -1.2022 0.5259
N 1.7381 -1.2918 -0.3726
C 2.0274 -1.4181 -1.6646
C 6.2427 1.3525 -2.3118
C 5.9987 2.4638 -1.5239
H 3.4104 4.4565 -0.5329
H 4.9418 5.1574 -1.0502
H 4.8915 4.1326 0.3749
H 2.7582 2.9697 -2.2929
H 3.1946 1.0452 -3.7456
H 6.3904 -0.3480 -4.3856
H 2.8554 -2.1107 -4.0294
H 5.3926 -1.4778 -1.5273
H 4.8388 -1.2395 0.8736
H 2.4533 -1.0747 1.5626
H 1.1927 -1.4723 -2.3558
H 7.2214 0.8868 -2.3070
H 6.8029 2.8686 -0.9205
*
```

As for the HOMO energy: -10.8 eV. The energy relative to the best compared isomer or geometry (same formula, charge and spin) comes out at 0.821 eV.

Charges in e, computed with Mulliken, in the same order as the atoms: 0.10 -0.57 1.82 -0.58 -0.64 -0.68 -1.50 -0.16 -0.03 0.37 -0.17 0.71 -0.94 -0.99 0.38 0.45 0.31 0.26 0.21 0.22 -0.79 0.44 0.41 0.28 0.40 0.26 -1.01 0.80 -1.35 -1.00 0.11 -0.33 -0.65 -0.47 -0.69 -0.27 0.41 0.44 0.07 0.46 0.36 0.42 0.57 0.53 0.50 0.42 0.39 0.40 0.45 -1.02 0.41 -1.04 -1.03 0.17 0.38 0.31 0.26 0.50 0.22 0.29 0.41 0.32 0.29 -1.46 0.61 -0.39 -0.29 0.08 -0.07 0.23 -0.64 -0.09 -0.03 -0.25 -1.14 -0.14 0.40 -0.35 -0.43 -0.75 0.31 0.44 0.19 0.39 0.53 0.27 0.25 0.57 0.48 0.38 0.51 0.44 0.40

[2]
DFT (wB97M-V/def2-TZVPD) results for a molecular structure, C30H47BrCl2N3O6RuSi in a non-equilibrium geometry.

```
! wB97M-V def2-TZVPD RIJCOSX def2/J DEFGRID3
* xyz 0 6
C -1.7074 -0.1457 -5.4155
C -0.7759 -0.8531 -4.4498
H -1.0588 0.5507 -5.9764
H -2.5529 0.3806 -4.9395
H -2.1341 -0.8643 -6.1542
C -0.0486 -1.8836 -4.8574
C -0.0922 -2.5845 -6.2023
H 0.6975 -2.3744 -4.2098
H 0.5715 -2.0708 -6.9290
H -1.0728 -2.6834 -6.6973
H 0.3178 -3.6075 -6.1778
Ru -2.0231 1.8588 1.8004
Cl -4.0743 1.6949 0.7697
C 0.6366 -1.4649 1.8872
O 1.3994 -0.7703 1.1483
N 1.1005 -2.1622 2.9410
C 2.4946 -1.9978 3.2908
C 0.4698 -3.4164 3.3122
H -0.4306 -1.5531 1.7156
H 2.7519 -0.9338 3.2641
H 3.1516 -2.5340 2.5878
H 2.6280 -2.3972 4.2977
H -0.6137 -3.2803 3.4027
H 0.8881 -3.7258 4.2764
H 0.6521 -4.2013 2.5580
H 2.2901 2.7149 5.0853
H 1.2258 4.3979 5.7966
C 1.9100 2.6162 4.0595
C 0.3769 4.3104 5.0970
N 0.8676 3.6277 3.9001
H 1.5298 1.5966 3.8832
C 0.1154 3.6760 2.7835
O 0.0901 2.7909 1.8895
H -0.4717 3.7376 5.5354
H -0.4676 4.6264 2.7372
H 2.7293 2.8382 3.3613
H 0.0193 5.3042 4.7858
H 2.7667 0.0692 -3.9144
H 3.5018 -2.6751 -3.0640
C 3.7027 0.0677 -3.3302
C 4.0295 -2.1356 -2.2660
N 3.5196 -0.7763 -2.1457
H 3.9745 1.0828 -3.0203
C 3.5943 -0.2102 -0.8735
O 4.0237 0.9112 -0.6158
H 3.8675 -2.6466 -1.3100
H 3.2033 -0.8946 -0.0893
H 4.5007 -0.3495 -3.9608
H 5.1066 -2.1268 -2.5038
O 0.1096 0.6248 -2.5704
C -0.8488 -0.3798 -2.9578
C 0.5973 -2.1343 -1.8674
C -0.6796 -1.6213 -2.0549
H 1.3979 -1.5778 -2.3519
C 0.8687 -3.2435 -1.0398
H -1.8190 0.0725 -2.7252
C -1.7100 -2.1985 -1.2845
H 1.8809 -3.6759 -1.0341
C -0.1743 -3.8281 -0.3014
C -1.4661 -3.2776 -0.4087
H -2.6617 -1.6720 -1.2804
H -0.0129 -4.7507 0.2788
H -2.2894 -3.7079 0.1959
Si 0.3877 2.2078 -2.6164
Cl -1.3657 0.5152 0.3867
C 1.6723 2.6337 -1.2886
C -0.9706 3.3029 -1.8081
C 0.6977 2.3956 -4.4246
H 1.8090 1.9074 -0.4662
H 1.3418 3.5856 -0.8390
H 2.5963 2.7862 -1.8641
H 1.5669 1.7332 -4.5666
H 0.8533 3.4354 -4.7834
H -0.1702 1.8749 -4.8765
H -0.3898 4.0802 -1.2812
H -1.6987 2.8691 -1.0691
H -1.4946 3.7891 -2.6400
Br -3.3057 3.1532 3.6416
C -4.0106 1.3094 3.9097
C -5.3886 1.1416 3.9660
C -5.8864 -0.1613 4.0117
C -4.9901 -1.2594 3.9557
C -3.6094 -1.0676 3.8631
C -3.1155 0.2608 4.0130
C -1.6517 0.5548 3.8989
O -0.8771 0.9443 4.8063
O -1.2049 0.2473 2.7116
H -5.9804 2.0485 3.9117
H -6.9646 -0.3220 4.1025
H -5.3816 -2.2766 3.9154
H -2.8424 -1.8534 3.7678
*
```

Its expectation value of S² is 8.7636. As for the HOMO energy (spin up / spin down): -7.0 / -8.4 eV. The energy relative to the best compared isomer or geometry (same formula, charge and spin) comes out at 2.269 eV.

Charges in e, computed with Mulliken, in the same order as the atoms: -1.74 0.30 0.32 0.36 0.44 0.32 -1.55 0.26 0.32 0.34 0.38 -0.46 -0.45 -0.74 -0.33 0.45 -0.92 -0.67 0.57 0.17 0.27 0.40 0.09 0.36 0.20 0.35 0.37 -0.75 -0.92 0.24 0.14 -0.21 -0.43 0.27 0.52 0.35 0.34 -0.14 0.29 -0.62 -1.03 0.31 0.36 0.36 -0.63 0.33 0.09 0.41 0.33 -0.30 0.28 1.15 0.18 0.17 -1.40 0.58 -0.80 0.24 -0.48 -1.03 0.47 0.62 0.37 0.64 0.44 -0.67 -1.15 -0.80 -0.17 0.42 0.31 0.17 0.48 0.00 0.33 0.14 0.45 -0.19 0.33 -0.52 -0.42 -0.66 -0.49 1.09 -0.23 -0.68 0.46 0.42 0.37 0.40 0.44

[3]
DFT (wB97M-V/def2-TZVPD) results for a molecular structure, C30H47BrN3O2PSZr in a non-equilibrium geometry.

```
! wB97M-V def2-TZVPD RIJCOSX def2/J DEFGRID3
* xyz 2 1
Zr 0.1538 0.1776 -0.0998
O 3.1737 1.4211 -2.9412
C 4.3001 1.1971 -2.2035
C 5.5132 1.4956 -2.8018
C 6.6961 1.2867 -2.1133
C 6.6882 0.7645 -0.8244
C 5.4757 0.4669 -0.2297
C 4.2740 0.6926 -0.8999
C 3.0032 0.4792 -0.1430
O 1.8966 -0.0637 -0.8808
N 2.5780 1.8034 0.3694
N 1.3231 1.8731 0.9336
C 1.0377 2.7367 1.8294
C -0.3177 2.9252 2.2906
Br -1.6126 1.8607 1.3293
C -0.7962 3.7716 3.2064
C -0.0178 4.5891 4.1327
C -0.5629 5.8110 4.5368
C 0.1375 6.6383 5.3960
C 1.3744 6.2395 5.8868
C 1.9071 5.0075 5.5261
C 1.2158 4.1839 4.6558
H 2.4409 0.9441 -2.5398
H 5.5087 1.8843 -3.8127
H 7.6384 1.5228 -2.5934
H 7.6153 0.5835 -0.2968
H 5.4531 0.0508 0.7747
H 3.2128 -0.1867 0.6872
H 3.3192 2.3411 0.7999
H 1.7979 3.4079 2.2182
H -1.8756 3.8870 3.2604
H -1.5326 6.1176 4.1577
H -0.2851 7.5897 5.6921
H 1.9143 6.8787 6.5747
H 2.8518 4.6816 5.9422
H 1.6043 3.1947 4.4384
C -4.2958 -0.4541 -0.7418
C -3.7448 -1.8884 -0.8253
C -3.8678 -2.4468 0.6064
C -4.6103 -2.7292 -1.7715
P -1.9243 -1.7913 -1.2679
N -1.1668 -1.2261 0.0403
C -1.2071 -3.4491 -1.7865
C 0.3347 -3.3897 -1.7860
C -1.6806 -3.9241 -3.1683
C -1.6311 -4.4855 -0.7268
C -1.6556 -0.5612 -2.6968
C -0.2775 -0.7677 -3.3491
C -1.6822 0.8934 -2.1473
C -2.7013 -0.6731 -3.8140
H -5.3139 -0.5090 -0.3501
H -4.3535 0.0585 -1.6993
H -3.7190 0.1507 -0.0372
H -4.9107 -2.3321 0.9152
H -3.2494 -1.8872 1.3088
H -3.6230 -3.5001 0.6853
H -5.6531 -2.6197 -1.4610
H -4.3727 -3.7892 -1.7067
H -4.5498 -2.4199 -2.8125
H 0.7349 -3.1440 -2.7670
H 0.7217 -4.3744 -1.5193
H 0.7476 -2.6927 -1.0654
H -1.3358 -3.2837 -3.9793
H -2.7602 -4.0190 -3.2398
H -1.2564 -4.9159 -3.3463
H -1.4388 -4.1459 0.2929
H -1.0534 -5.3970 -0.8906
H -2.6813 -4.7543 -0.8137
H 0.5549 -0.8624 -2.6515
H -0.0703 0.0907 -3.9922
H -0.2541 -1.6515 -3.9778
H -0.7145 1.2233 -1.7143
H -2.4677 1.0638 -1.4226
H -1.8193 1.5929 -2.9693
H -2.7696 -1.6922 -4.1891
H -2.3891 -0.0404 -4.6495
H -3.6954 -0.3517 -3.5154
C 1.5051 -2.5619 1.8237
S 1.0503 -0.8781 2.2831
C -0.4568 -1.2223 3.2151
H 0.6653 -3.0374 1.3226
H 1.7732 -3.0977 2.7309
H 2.3666 -2.5190 1.1595
H -0.1989 -1.9124 4.0160
H -1.1997 -1.6429 2.5457
H -0.8074 -0.2873 3.6475
*
```

As for the HOMO energy: -13.1 eV. The energy relative to the best compared isomer or geometry (same formula, charge and spin) comes out at 1.285 eV.

Charges in e, computed with Mulliken, in the same order as the atoms: 0.17 -0.64 0.45 -0.63 -0.38 -0.86 -0.42 -0.02 0.88 -0.57 -0.40 -0.17 -0.50 0.50 -0.06 -0.71 0.54 -0.52 -0.61 -0.43 -0.68 -0.37 0.29 0.46 0.41 0.43 0.38 -0.07 0.39 0.72 0.42 0.38 0.40 0.40 0.40 0.59 -1.71 1.74 -1.69 -1.77 0.71 0.28 2.14 -1.61 -1.81 -1.94 1.62 -1.79 -1.68 -1.76 0.65 0.21 0.11 0.55 0.22 0.32 0.50 0.32 0.31 0.34 0.53 0.16 0.35 0.29 0.52 0.30 0.64 0.33 0.23 0.61 0.31 0.63 0.25 0.62 0.35 0.55 0.33 -0.66 0.24 -0.59 -0.06 0.52 0.31 0.48 -0.04 0.33

[4]
DFT (wB97M-V/def2-TZVPD) results for a molecular structure, C30H47ClP2W in a non-equilibrium geometry.

```
! wB97M-V def2-TZVPD RIJCOSX def2/J DEFGRID3
* xyz 2 3
W 0.3188 0.1027 -0.2478
C -1.3145 -0.4379 1.0509
C -0.9721 -1.5813 0.2516
C 0.8978 -1.0016 1.5018
C -0.1679 -0.1037 1.8567
C 0.4138 -1.8914 0.4873
C -2.6948 0.0910 1.2993
H -3.3473 -0.0458 0.4313
H -2.6713 1.1585 1.5468
H -3.1465 -0.4427 2.1484
C -0.2470 0.6615 3.1367
H -0.9576 1.4941 3.0644
H 0.7290 1.0678 3.4222
H -0.5832 -0.0165 3.9387
C 2.1716 -1.1760 2.2579
H 2.0210 -1.9172 3.0576
H 2.4936 -0.2389 2.7193
H 2.9800 -1.5267 1.6044
C 1.2099 -3.0136 -0.0992
H 1.2742 -3.8690 0.5884
H 2.2353 -2.6841 -0.3065
H 0.7737 -3.3658 -1.0390
C -1.9373 -2.4269 -0.5086
H -2.2369 -3.2992 0.0927
H -1.5058 -2.8012 -1.4425
H -2.8506 -1.8732 -0.7433
C -0.5943 2.1374 -1.6364
C -1.7473 1.3772 -1.5738
C -2.1914 0.3370 -2.5472
C -1.1299 -0.4773 -3.3020
C 0.1046 -0.8969 -2.5902
C 1.2683 -0.1192 -2.4099
C 1.4960 1.2654 -2.9197
C 0.3132 2.2505 -2.8083
H -2.8431 0.7975 -3.3181
H -0.8436 0.0669 -4.2297
H -2.8409 -0.3631 -2.0027
H -0.3297 2.1634 -3.7174
H -0.4381 2.8751 -0.8443
H -2.4611 1.6262 -0.7929
H 0.7460 3.2704 -2.8396
H 2.3864 1.7009 -2.4429
H 2.1784 -0.6942 -2.2778
H 1.7884 1.2102 -3.9898
H -1.6294 -1.3969 -3.6662
H 0.2714 -1.9707 -2.5854
P -0.4464 1.5639 -5.7044
C -0.5917 3.3413 -6.0853
C -1.5867 0.8624 -6.9361
P 1.8734 -0.3805 -5.8093
C 1.2004 1.2355 -6.4249
C 1.2292 -1.3596 -7.2498
C 3.4915 -0.1560 -6.6945
H 0.2619 3.8976 -5.6752
H -1.5158 3.7347 -5.6405
H -0.6242 3.4730 -7.1759
H -1.4622 1.3945 -7.8892
H -2.6152 1.0144 -6.5744
H -1.4378 -0.2136 -7.0935
H 3.3097 0.1406 -7.7369
H 4.0416 -1.1030 -6.6794
H 4.0946 0.6152 -6.2059
H 1.8866 2.0518 -6.1812
H 1.0815 1.2200 -7.5303
H 1.8101 -2.2859 -7.3250
H 1.3697 -0.7924 -8.1788
H 0.1733 -1.6194 -7.1437
Cl -0.1017 3.5941 1.4187
C 1.4505 3.1707 2.0637
C 1.8655 3.7810 3.2405
C 3.0564 3.3703 3.8525
C 3.8562 2.4116 3.2426
C 3.4827 1.8512 2.0228
C 2.2689 2.2139 1.4143
C 1.8728 1.6322 0.1082
H 1.2413 4.5587 3.6746
H 3.3471 3.8169 4.8008
H 4.7922 2.0937 3.7058
H 4.1259 1.1222 1.5256
H 2.6038 0.8675 -0.2334
H 1.7497 2.4141 -0.6471
*
```

Its expectation value of S² is 2.0468. As for the HOMO energy (spin up / spin down): -13.1 / -13.1 eV. The energy relative to the best compared isomer or geometry (same formula, charge and spin) comes out at 0.000 eV.

Charges in e, computed with Mulliken, in the same order as the atoms: -0.11 0.50 0.75 0.37 0.94 0.79 -1.66 0.44 0.44 0.35 -1.43 0.44 0.28 0.36 -1.40 0.33 0.36 0.34 -1.48 0.35 0.36 0.39 -1.27 0.36 0.31 0.49 -0.63 -0.28 -1.24 0.42 -0.32 -0.66 -0.78 -0.23 0.74 -1.77 0.40 -0.92 0.56 0.68 0.70 0.64 0.66 0.13 0.84 0.86 1.09 -1.42 -1.23 0.52 -1.49 -1.28 -1.22 0.39 0.40 0.43 0.43 0.39 0.28 0.39 0.43 0.37 0.59 0.72 0.45 0.41 0.29 -0.19 0.55 -0.48 -0.61 -0.64 -0.47 -0.87 -1.21 0.47 0.44 0.43 0.53 1.06 0.66

[5]
DFT (wB97M-V/def2-TZVPD) results for a molecular structure, C30H47FP2Pt in a non-equilibrium geometry.

```
! wB97M-V def2-TZVPD RIJCOSX def2/J DEFGRID3
* xyz 2 5
Pt -0.8274 -0.8336 -4.8324
C -0.3248 -2.4437 0.5920
C 1.0515 -2.5431 0.2375
C 0.7932 -0.7299 1.6244
C -0.4886 -1.3016 1.4202
C 1.7464 -1.4993 0.8964
C -1.4014 -3.3810 0.1955
H -1.1146 -3.9465 -0.6991
H -2.3287 -2.8311 -0.0151
H -1.6200 -4.1106 0.9932
C -1.7722 -0.8043 1.9783
H -2.5876 -0.9810 1.2663
H -1.7176 0.2748 2.1660
H -2.0388 -1.3021 2.9244
C 1.0848 0.4105 2.5258
H 1.0850 0.0867 3.5828
H 0.3317 1.2090 2.4203
H 2.0769 0.8346 2.3138
C 3.2155 -1.3279 0.9439
H 3.6292 -1.8533 1.8183
H 3.4935 -0.2707 1.0353
H 3.6888 -1.7537 0.0523
C 1.6442 -3.6011 -0.6131
H 1.8094 -4.5281 -0.0435
H 2.6112 -3.2822 -1.0155
H 0.9825 -3.8436 -1.4548
C -1.7670 0.5961 -6.0108
C -2.0931 -0.7454 -6.4519
C -1.3545 -1.4277 -7.5890
C 0.2060 -1.4032 -7.4686
C 0.7309 -1.1598 -6.0617
C 0.8689 0.1768 -5.5429
C 0.6175 1.3875 -6.4183
C -0.8675 1.4984 -6.8427
H -1.6712 -1.0250 -8.5650
H 0.6226 -0.6874 -8.1961
H -1.6878 -2.4801 -7.5527
H -0.9813 1.3242 -7.9269
H -2.5927 1.1377 -5.5203
H -3.1338 -1.0706 -6.2598
H -1.1831 2.5407 -6.6821
H 0.8770 2.2977 -5.8523
H 1.6778 0.3250 -4.8241
H 1.2748 1.3937 -7.3060
H 0.5647 -2.4041 -7.7591
H 1.4227 -1.9061 -5.6542
P -1.8137 2.2896 -1.6163
P 1.4134 2.1191 -1.4694
C -0.7549 3.5382 -2.4875
C 0.7660 3.2825 -2.7556
H -0.8347 4.4226 -1.8204
H -1.2183 3.7452 -3.4708
H 1.0609 2.9461 -3.7687
H 1.3148 4.2347 -2.6112
C 2.5944 3.3429 -0.7290
H 2.9799 2.9937 0.2392
H 2.0625 4.2909 -0.5573
H 3.4291 3.5225 -1.4220
C 2.5412 0.9101 -2.2028
H 3.2524 1.3722 -2.8920
H 1.9671 0.1408 -2.7294
H 3.0866 0.4105 -1.3915
C -3.2331 2.1001 -2.7705
H -3.6284 1.0708 -2.8157
H -2.8212 2.3371 -3.7634
H -4.0348 2.8204 -2.5193
C -0.9245 -1.5195 -2.9046
H -0.2060 -0.9851 -2.2626
H -0.6590 -2.6009 -2.8773
H -1.9252 -1.3801 -2.4605
F -3.7736 3.9504 3.7496
C -3.3091 3.4464 2.5429
C -1.9706 3.6758 2.1906
C -1.5629 3.2753 0.9119
C -2.5232 2.8602 -0.0500
C -3.7896 2.4493 0.4060
C -4.1881 2.7206 1.7386
H -1.2925 4.1374 2.9043
H -0.5068 3.2824 0.6260
H -4.4511 1.9014 -0.2638
H -5.1457 2.3844 2.1503
*
```

Its expectation value of S² is 6.0186. As for the HOMO energy (spin up / spin down): -11.8 / -12.1 eV. The energy relative to the best compared isomer or geometry (same formula, charge and spin) comes out at 0.000 eV.

Charges in e, computed with Mulliken, in the same order as the atoms: 0.08 0.59 0.67 0.69 0.61 0.53 -1.48 0.39 0.34 0.38 -1.08 0.37 0.09 0.35 -1.22 0.38 0.13 0.30 -1.69 0.37 0.42 0.44 -1.62 0.36 0.37 0.35 -0.35 -0.39 -0.96 -0.80 -0.69 0.05 -0.94 -0.82 0.39 0.25 0.38 0.29 0.79 0.50 0.39 0.22 0.62 0.39 0.36 0.60 1.31 1.02 -1.12 -0.68 0.45 0.63 -0.12 0.56 -1.55 0.37 0.42 0.45 -1.03 0.57 0.00 0.31 -1.14 0.44 0.13 0.52 -0.79 -0.12 0.31 0.27 -0.28 0.41 -0.72 -0.47 0.19 -0.43 -0.81 0.47 0.15 0.41 0.47

Look up the energy relative to the best compared isomer or geometry (same formula, charge and spin) of the first one. 0.821 eV